This record from OMol25 describes an isolated ion of composition C4H13N3 and charge +2 at a distorted geometry. The level of theory is ωB97M-V with the def2-TZVPD basis set.

The value obtained for the largest force on an atom is 0.079 Eh/bohr. For the energy above the lowest of the compared OMol25 structures with the same formula, charge and spin, the calculation gives 634.1 kJ/mol. As for the spin multiplicity: 1. Its HOMO energy (alpha / beta) is -18.66 / -19.27 eV. The total charge is +2.

Last column: Mulliken charge in e.
Positions of all 20 atoms, in Å:
1 C 0.60 0.74 1.46  -0.47
2 C 1.15 0.95 -1.03  -0.35
3 C -1.47 -0.57 1.61  -0.85
4 C -0.61 -0.81 -1.90  -0.85
5 N 1.45 1.23 0.38  -0.07
6 N -0.64 0.33 0.95  -0.17
7 N 0.48 -0.35 -1.08  -0.03
8 H 1.04 -0.12 2.05  0.35
9 H 0.47 1.57 2.18  0.44
10 H 0.54 1.76 -1.62  0.34
11 H 2.23 0.81 -1.44  0.37
12 H -1.84 -0.17 2.56  0.39
13 H -2.28 -0.80 1.00  0.37
14 H -1.00 -1.50 1.98  0.37
15 H -0.20 -0.96 -2.87  0.39
16 H -1.01 -1.62 -1.45  0.40
17 H -1.42 -0.13 -2.09  0.39
18 H 2.11 1.94 0.58  0.24
19 H -1.23 1.16 0.48  0.38
20 H 0.99 -1.09 -0.54  0.36



This record from OMol25 describes C21H32BO3Yb as an isolated structure at a distorted geometry. The level of theory is ωB97M-V with the def2-TZVPD basis set.

The value obtained for the largest force on an atom is 0.105 Eh/bohr. As for the spin multiplicity: 2. Its HOMO energy (alpha / beta) is 2.70 / 0.31 eV. The total charge is -2.

Last column: Mulliken spin population.
Positions of all 58 atoms, in Å:
1 Yb 0.20 -0.71 -0.91  1.06
2 C 0.87 -2.59 0.91  0.00
3 C -0.56 -2.58 0.86  0.02
4 C -1.00 -2.99 -0.44  -0.02
5 H -1.20 -2.38 1.71  0.00
6 C 0.18 -3.27 -1.23  -0.11
7 C 1.33 -3.03 -0.38  0.01
8 H 2.36 -3.21 -0.66  -0.01
9 H 1.47 -2.35 1.74  0.00
10 H -2.02 -3.15 -0.77  -0.01
11 H 0.21 -3.65 -2.24  0.10
12 C 1.95 1.13 -0.12  0.00
13 C 2.74 -0.06 -0.39  0.01
14 C 2.60 -0.34 -1.80  -0.01
15 H 3.31 -0.60 0.31  0.00
16 C 1.76 0.68 -2.37  -0.46
17 C 1.35 1.57 -1.33  -0.10
18 H 0.72 2.44 -1.46  0.02
19 H 1.93 1.64 0.83  0.00
20 H 3.07 -1.14 -2.34  0.05
21 H 1.57 0.79 -3.43  0.17
22 O -0.40 -0.40 -3.17  -0.75
23 C -0.59 -0.44 -4.69  -3.49
24 C -2.18 -0.19 -4.63  2.82
25 C -0.09 -1.82 -4.95  0.93
26 C 0.06 0.62 -5.52  2.03
27 C -1.83 0.23 -3.23  -1.02
28 H -2.69 -1.16 -4.64  -0.18
29 H -2.64 0.56 -5.31  -0.13
30 H -1.74 1.36 -3.18  0.11
31 H -2.47 -0.20 -2.29  0.25
32 H -0.58 -2.26 -5.83  -0.29
33 H -0.24 -2.46 -4.08  0.13
34 H 1.01 -1.75 -5.08  0.22
35 H -0.42 0.69 -6.52  -0.61
36 H 1.12 0.41 -5.64  0.40
37 H -0.03 1.59 -5.04  -0.04
38 C 0.17 -0.01 5.29  0.00
39 C -0.66 0.58 4.18  0.00
40 C -2.14 0.53 4.57  0.00
41 O -0.51 -0.33 3.03  0.06
42 B -0.42 0.46 1.94  -0.09
43 O -0.39 1.81 2.16  -0.02
44 C -0.22 1.97 3.59  -0.04
45 C -1.03 3.18 3.99  0.01
46 C 1.27 2.27 3.83  0.00
47 H 0.03 0.58 6.21  0.00
48 H 1.23 -0.04 5.04  0.00
49 H -0.18 -1.03 5.50  0.00
50 H -2.43 -0.52 4.75  0.00
51 H -2.32 1.08 5.50  0.00
52 H -2.81 0.92 3.78  0.00
53 H -0.87 3.40 5.05  0.00
54 H -0.69 4.05 3.41  0.00
55 H -2.10 3.03 3.82  0.00
56 H 1.93 1.43 3.53  0.00
57 H 1.55 3.15 3.25  0.00
58 H 1.44 2.50 4.90  0.00



This record from OMol25 describes one molecule with the formula C5H10FNO2S at a distorted geometry. The level of theory is ωB97M-V with the def2-TZVPD basis set.

The value obtained for the largest force on an atom is 0.079 Eh/bohr. For the energy above the lowest of the compared OMol25 structures with the same formula, charge and spin, the calculation gives 36.0 kJ/mol. As for the spin multiplicity: 1. Its HOMO energy is -8.94 eV. The total charge is 0.

Last column: Mulliken charge in e.
Positions of all 20 atoms, in Å:
1 C 1.56 0.50 1.60  -0.88
2 C 1.31 -0.13 0.40  0.48
3 N 1.79 0.43 -0.77  -0.47
4 C 0.41 -1.36 0.35  -0.05
5 F 1.19 -2.51 -0.04  -0.37
6 C -0.77 -1.30 -0.61  -0.67
7 S -1.88 -0.05 -0.15  1.20
8 C -1.31 1.66 -0.59  -1.06
9 O -3.16 -0.31 -0.81  -0.66
10 O -1.79 0.07 1.29  -0.61
11 H 2.21 1.38 1.66  0.27
12 H 1.09 0.03 2.57  0.18
13 H 2.04 -0.38 -1.40  0.27
14 H 2.59 1.16 -0.63  0.26
15 H 0.24 -1.43 1.46  0.29
16 H -0.44 -1.26 -1.60  0.42
17 H -1.33 -2.35 -0.62  0.31
18 H -1.43 1.72 -1.58  0.42
19 H -0.29 1.84 -0.44  0.35
20 H -2.03 2.29 -0.09  0.35



This record from OMol25 describes a 20-piece molecular cluster, C22H5Cl76FNO3S overall at a distorted geometry. The level of theory is ωB97M-V with the def2-TZVPD basis set.

The value obtained for the largest force on an atom is 0.193 Eh/bohr. As for the spin multiplicity: 1. Its HOMO energy is -12.06 eV. The total charge is +1.

Last column: Mulliken charge in e.
Positions of all 109 atoms, in Å:
1 O -2.63 3.52 0.56  -0.19
2 N -3.00 3.47 1.74  0.10
3 O -3.72 2.31 1.81  -0.20
4 C -3.24 1.65 3.04  0.53
5 S -3.11 -0.22 2.94  0.11
6 C -3.61 -0.89 1.26  -0.28
7 C -2.53 -0.48 0.05  0.55
8 O -1.25 -0.87 0.18  -0.40
9 F -3.04 0.27 -1.12  -0.12
10 H -2.16 2.07 3.29  -0.57
11 H -3.92 1.94 3.97  0.42
12 H -1.72 -0.55 3.05  0.25
13 H -3.58 -2.08 1.36  0.41
14 H -4.72 -0.63 0.94  0.11
15 C -7.41 -2.39 -0.03  0.22
16 Cl -6.61 -3.74 0.82  -0.06
17 Cl -8.49 -3.04 -1.29  -0.08
18 Cl -8.37 -1.44 1.14  -0.01
19 Cl -6.18 -1.35 -0.78  -0.03
20 C 0.56 1.51 4.81  0.00
21 Cl -0.54 2.91 4.68  0.35
22 Cl 0.72 0.74 3.22  0.01
23 Cl 2.16 2.06 5.37  0.01
24 Cl -0.11 0.34 5.98  -0.10
25 C -1.61 6.72 4.49  0.12
26 Cl -2.28 5.14 4.02  0.00
27 Cl -0.24 7.13 3.43  0.00
28 Cl -2.87 7.97 4.34  -0.08
29 Cl -1.06 6.65 6.18  -0.04
30 C -1.32 2.18 -3.70  0.16
31 Cl -0.31 3.51 -4.33  -0.10
32 Cl -2.36 1.56 -5.01  0.03
33 Cl -0.27 0.87 -3.11  0.00
34 Cl -2.34 2.78 -2.37  -0.06
35 C -2.09 -3.79 -2.35  0.00
36 Cl -0.65 -2.99 -1.67  -0.01
37 Cl -3.55 -3.20 -1.51  0.05
38 Cl -2.22 -3.41 -4.09  -0.07
39 Cl -1.95 -5.55 -2.14  -0.01
40 C 2.14 4.41 1.12  -0.13
41 Cl 0.41 3.98 1.14  0.10
42 Cl 2.51 5.44 2.52  0.15
43 Cl 3.12 2.92 1.20  -0.07
44 Cl 2.52 5.29 -0.38  -0.03
45 C 6.18 7.40 -1.69  0.33
46 Cl 4.63 7.58 -2.55  -0.10
47 Cl 7.25 6.31 -2.61  -0.09
48 Cl 6.95 9.00 -1.52  -0.09
49 Cl 5.89 6.71 -0.07  -0.06
50 C 4.75 -1.40 6.54  0.19
51 Cl 3.11 -0.85 6.11  0.00
52 Cl 5.67 -0.05 7.25  -0.10
53 Cl 4.64 -2.73 7.72  -0.07
54 Cl 5.58 -1.98 5.07  -0.05
55 C -12.51 -1.15 2.09  0.35
56 Cl -11.07 -0.35 2.77  -0.10
57 Cl -13.97 -0.56 2.94  -0.09
58 Cl -12.64 -0.77 0.36  -0.09
59 Cl -12.37 -2.91 2.31  -0.09
60 C -3.06 1.56 -9.14  0.31
61 Cl -4.16 2.96 -9.27  -0.09
62 Cl -2.90 0.79 -10.74  -0.09
63 Cl -1.46 2.11 -8.59  -0.08
64 Cl -3.73 0.39 -7.98  -0.09
65 C 6.80 -5.98 6.16  0.27
66 Cl 5.16 -5.43 5.74  -0.08
67 Cl 7.71 -4.63 6.87  -0.07
68 Cl 6.69 -7.31 7.35  -0.09
69 Cl 7.63 -6.56 4.70  -0.03
70 C 0.36 3.85 8.57  0.21
71 Cl 0.66 2.09 8.57  -0.05
72 Cl -1.39 4.15 8.68  -0.09
73 Cl 1.18 4.58 9.98  -0.08
74 Cl 1.00 4.56 7.07  0.00
75 C 6.25 -7.98 0.94  0.30
76 Cl 5.15 -6.58 0.81  -0.02
77 Cl 6.41 -8.76 -0.66  -0.10
78 Cl 7.85 -7.43 1.50  -0.09
79 Cl 5.58 -9.15 2.11  -0.09
80 C 3.34 8.84 4.58  0.25
81 Cl 4.78 9.63 5.26  -0.09
82 Cl 1.88 9.43 5.43  -0.07
83 Cl 3.21 9.22 2.85  -0.07
84 Cl 3.48 7.07 4.80  -0.04
85 C 1.64 2.98 -11.42  0.26
86 Cl 2.43 2.53 -12.94  -0.09
87 Cl 2.75 2.67 -10.06  -0.08
88 Cl 1.22 4.72 -11.46  -0.10
89 Cl 0.15 2.02 -11.20  0.00
90 C -3.73 -8.40 0.18  0.29
91 Cl -3.88 -6.62 0.05  -0.03
92 Cl -5.31 -9.15 -0.17  -0.09
93 Cl -2.53 -8.97 -1.00  -0.09
94 Cl -3.21 -8.83 1.82  -0.09
95 C 1.78 -1.07 -8.24  0.10
96 Cl 1.11 -2.66 -8.72  -0.07
97 Cl 3.15 -0.67 -9.30  -0.09
98 Cl 0.52 0.17 -8.39  0.13
99 Cl 2.34 -1.15 -6.55  -0.05
100 C 4.80 -3.19 -1.40  0.17
101 Cl 3.06 -3.52 -1.20  0.04
102 Cl 5.02 -1.63 -2.23  -0.10
103 Cl 5.59 -3.12 0.20  -0.06
104 Cl 5.54 -4.48 -2.37  -0.06
105 C 1.61 -6.01 -6.13  0.21
106 Cl 3.24 -5.29 -6.09  -0.06
107 Cl 1.07 -6.15 -7.83  -0.09
108 Cl 1.65 -7.62 -5.39  -0.11
109 Cl 0.47 -4.97 -5.23  0.09



This record from OMol25 describes one molecule with the formula C2H3FIN at a distorted geometry. The level of theory is ωB97M-V with the def2-TZVPD basis set.

The value obtained for the largest force on an atom is 0.069 Eh/bohr. For the energy above the lowest of the compared OMol25 structures with the same formula, charge and spin, the calculation gives 241.6 kJ/mol. As for the spin multiplicity: 1. Its HOMO energy is -9.98 eV. The total charge is 0.

Last column: Mulliken charge in e.
Positions of all 8 atoms, in Å:
1 F -2.19 -1.70 0.26  -0.15
2 N -1.47 -0.67 -0.32  -0.33
3 C -0.39 -0.43 0.27  0.12
4 C 0.63 0.63 -0.39  -0.74
5 I 2.71 0.76 0.20  0.08
6 H 0.00 -0.75 1.28  0.31
7 H 0.42 0.68 -1.50  0.39
8 H 0.29 1.47 0.20  0.32



This record from OMol25 describes one molecule with the formula C3H3N3S at a distorted geometry. The level of theory is ωB97M-V with the def2-TZVPD basis set.

The value obtained for the largest force on an atom is 0.040 Eh/bohr. For the energy above the lowest of the compared OMol25 structures with the same formula, charge and spin, the calculation gives 223.8 kJ/mol. As for the spin multiplicity: 1. Its HOMO energy is -9.75 eV. The total charge is 0.

Last column: Mulliken charge in e.
Positions of all 10 atoms, in Å:
1 S 2.20 0.06 0.02  -0.25
2 C 0.48 0.01 -0.11  0.68
3 C -0.25 1.25 -0.03  -0.21
4 C -1.61 1.07 -0.04  -0.22
5 N -2.23 -0.14 0.09  -0.20
6 N -1.50 -1.23 0.06  -0.41
7 N -0.17 -1.18 -0.13  -0.20
8 H 2.27 -1.25 0.33  0.18
9 H 0.30 2.20 0.22  0.28
10 H -2.28 1.97 -0.04  0.36



This record from OMol25 describes one molecule with the formula C6H16NO6P at a distorted geometry. The level of theory is ωB97M-V with the def2-TZVPD basis set.

The value obtained for the largest force on an atom is 0.090 Eh/bohr. As for the spin multiplicity: 1. Its HOMO energy is -8.98 eV. The total charge is 0.

Last column: Mulliken charge in e.
Positions of all 30 atoms, in Å:
1 C 3.39 -0.76 0.24  -0.72
2 O 2.74 0.20 1.09  -0.24
3 P 2.63 1.71 0.36  0.92
4 O 3.97 2.39 0.54  -0.66
5 O 2.37 1.61 -1.30  -0.44
6 O 1.41 2.63 1.11  -0.18
7 O 0.27 2.76 0.31  -0.25
8 C -0.45 1.51 0.29  0.00
9 C -2.01 1.71 0.03  -0.87
10 N -2.72 0.50 0.47  -0.27
11 C -2.79 -0.56 -0.55  -0.71
12 C -2.02 -1.88 -0.18  0.35
13 C -0.47 -1.83 -0.38  -1.37
14 O -2.34 -2.32 1.15  -0.56
15 H 2.88 -0.86 -0.75  0.27
16 H 4.46 -0.50 0.03  0.37
17 H 3.36 -1.76 0.73  0.25
18 H 3.08 1.09 -1.70  0.34
19 H -0.33 0.94 1.25  0.37
20 H -0.08 0.93 -0.60  0.14
21 H -2.40 2.64 0.49  0.32
22 H -2.10 1.85 -1.08  0.35
23 H -2.37 0.16 1.36  0.29
24 H -3.87 -0.84 -0.65  0.29
25 H -2.47 -0.23 -1.56  0.33
26 H -2.40 -2.68 -0.88  0.23
27 H 0.07 -1.30 0.44  0.36
28 H -0.09 -2.89 -0.36  0.45
29 H -0.16 -1.41 -1.37  0.33
30 H -1.56 -2.81 1.44  0.33



This record from OMol25 describes a 2-piece molecular cluster, C4H10NO overall at a distorted geometry. The level of theory is ωB97M-V with the def2-TZVPD basis set.

The value obtained for the largest force on an atom is 0.094 Eh/bohr. For the energy above the lowest of the compared OMol25 structures with the same formula, charge and spin, the calculation gives 346.7 kJ/mol. As for the spin multiplicity: 1. Its HOMO energy is -12.93 eV. The total charge is +1.

Last column: Mulliken charge in e.
Positions of all 16 atoms, in Å:
1 C -0.20 1.15 -0.35  0.28
2 C -0.33 1.93 -1.61  -0.95
3 C -0.20 -1.21 1.59  -1.54
4 C 0.80 -1.04 0.46  0.41
5 N 0.82 -1.62 -0.69  -0.24
6 O -0.95 1.60 0.63  -0.34
7 H -0.68 1.14 -2.38  0.24
8 H -1.12 2.72 -1.47  0.28
9 H 0.55 2.48 -1.93  0.32
10 H -1.17 -1.30 1.25  0.52
11 H -0.13 -0.53 2.39  0.44
12 H 0.07 -2.10 2.16  0.37
13 H 1.78 -0.60 0.85  0.29
14 H 1.63 -1.62 -1.23  0.26
15 H -0.79 1.10 1.37  0.36
16 H -0.08 -2.13 -1.04  0.31